C2H5FO2 | ωB97M-V/def2-TZVPD

Structure (XYZ):
```
10
C2H5FO2 | OMol25 | ωB97M-V/def2-TZVPD
F -1.87437 0.49177 -0.67165
O -0.03766 0.02705 -1.90526
O 0.28600 -1.33378 0.52319
C 0.26908 0.01532 0.62643
C -0.53391 0.63625 -0.80586
H -0.20649 0.39049 1.42526
H -0.33383 -0.88568 -1.73479
H 1.41503 0.35414 0.40778
H -0.20931 1.74125 -1.02347
H -0.56468 -1.49577 0.90667
```

Values from the calculation:
- Relative energy (zero: lowest compared OMol25 entry of this formula, charge and spin): 185.6 kJ/mol
- Kohn-Sham gap: 10.53 eV
- E_HOMO: -9.76 eV
- E: -8965.9272 eV
- Charge: 0